(1)
Here is a 4-piece molecular cluster, C8H23NO9S2 overall at a distorted geometry from the OMol25 dataset. Energies are from ωB97M-V/def2-TZVPD.

Last column: Mulliken charge in e.
Positions of all 43 atoms, in Å:
O  0.1102  -1.5840  -1.1895  -0.504
C  2.5117  8.8724  -5.5175  -1.232
H  3.2144  7.4521  -3.9923  0.414
H  4.7834  4.1385  -4.7344  0.342
O  2.0437  -2.3628  -1.5587  -0.517
O  2.1617  6.5038  -5.4487  -0.301
H  1.8150  -2.8003  4.7607  0.204
H  -3.3468  -5.2352  3.0198  0.316
O  -5.1149  -4.5096  5.1773  -0.295
C  -4.1054  -4.5178  2.7070  -0.897
H  -4.5960  -5.0394  7.6218  0.315
H  1.5718  9.0381  -6.0440  0.290
H  -3.7616  -3.9951  1.8144  0.359
H  -3.2130  -5.2933  5.6625  0.414
H  3.3402  8.7640  -6.2175  0.325
H  1.5321  7.8568  -3.9991  0.266
C  0.7924  -1.7742  -3.4676  -0.650
O  2.4369  5.1982  -3.2629  -0.567
O  -3.1993  -2.9280  4.8080  -0.581
C  -4.2782  -5.5229  5.6366  -0.178
H  4.6798  5.0813  -6.1687  0.322
O  2.0872  3.9535  -5.5073  -0.588
C  2.0047  -2.5018  3.7297  -0.432
C  2.3779  7.6626  -4.6587  -0.188
H  0.5555  -2.7675  -3.8487  0.270
H  -5.8843  -6.0629  7.0020  0.323
H  1.8785  -3.3138  3.0136  0.232
O  3.3585  -2.1879  3.5824  -0.533
O  -5.4221  -2.4121  3.7908  -0.599
H  1.4065  -1.6355  3.4473  0.225
H  4.9158  5.9893  -4.6550  0.295
H  -4.4161  -6.3440  4.9331  0.315
N  0.9564  -1.9336  -1.9833  0.816
H  3.5742  -2.0680  2.6546  0.307
S  2.5956  5.0794  -4.7193  1.105
H  1.7908  -1.4872  -3.7977  0.293
S  -4.4158  -3.4070  4.1639  1.114
H  2.7920  9.7285  -4.9038  0.369
C  4.4533  5.1098  -5.1028  -0.851
H  0.0664  -0.9812  -3.6473  0.292
C  -4.8079  -5.8927  6.9777  -1.322
H  -4.2310  -6.7575  7.3054  0.376
H  -5.0140  -5.1130  2.6162  0.340

The gap between HOMO and LUMO is 10.00 eV. The SMILES is CCOS(C)(=O)=O.CCOS(C)(=O)=O.C[N+](=O)[O-].CO. For the max |F|, the calculation gives 3.55 eV/Å.


(2)
Here is a 5-piece molecular cluster, C8H24ClO4 overall at a distorted geometry from the OMol25 dataset. Energies are from ωB97M-V/def2-TZVPD.

Last column: Mulliken charge in e.
Positions of all 37 atoms, in Å:
H  -12.3480  12.9196  13.1366  0.190
C  -11.2123  14.2657  16.9465  -0.227
H  -9.6262  12.3063  11.2490  0.434
C  -16.1507  18.8974  16.4925  -1.035
H  -8.8289  14.4841  17.2927  0.319
H  -18.5426  17.1802  11.9370  0.245
H  -9.4400  10.9340  11.9309  0.324
H  -17.9311  18.8184  11.6465  0.305
O  -15.5114  16.6114  16.5351  -0.531
Cl  -13.8879  14.9322  14.1732  -0.843
H  -16.3882  16.1027  12.4627  0.165
H  -17.3591  17.4869  10.5150  0.265
O  -15.1066  17.5845  12.3808  -0.546
H  -15.9036  19.7939  15.9478  0.361
C  -16.4538  17.2342  12.6378  0.234
H  -14.5988  17.0716  13.0744  0.148
C  -10.3255  12.7213  13.2547  0.138
H  -15.2543  15.8755  15.9023  0.313
H  -16.6236  17.3363  13.7577  0.053
H  -14.6092  17.9664  14.9679  0.066
H  -16.5177  18.9065  17.6170  0.271
H  -12.0347  14.9610  15.3645  0.120
O  -11.7085  12.4198  12.7824  -0.495
H  -8.4977  12.3663  12.3256  0.492
H  -17.2180  18.7181  15.9399  0.212
C  -9.6947  13.8243  17.1969  -0.935
C  -17.5520  17.7766  11.5798  -0.991
C  -9.3544  11.9926  12.1678  -1.446
H  -10.3028  12.2288  14.2599  0.072
H  -9.8348  13.1742  18.0701  0.291
C  -15.0721  17.9261  16.0978  0.131
H  -14.1024  18.2170  16.6698  0.249
H  -10.0355  13.7925  13.5663  0.252
H  -9.4311  13.3378  16.2742  0.170
H  -11.5477  14.8751  17.8279  0.297
O  -11.1652  15.0355  15.7275  -0.420
H  -11.8372  13.4561  16.7979  0.351

Its charge is -1. The gap between HOMO and LUMO is 9.07 eV. The energy above the lowest of the compared OMol25 structures with the same formula, charge and spin comes out at 115.8 kJ/mol. For the max |F|, the calculation gives 7.32 eV/Å.


(3)
Here is C8H24MgN2O10S4 as an isolated structure at a distorted geometry from the OMol25 dataset. Energies are from ωB97M-V/def2-TZVPD.

Last column: Mulliken charge in e.
Positions of all 49 atoms, in Å:
H  -1.9652  3.5415  -0.2522  0.118
H  2.8405  -0.6736  1.8702  0.092
H  -0.2042  4.2432  0.7682  0.228
O  -0.1602  1.5295  -1.2073  -0.408
C  -1.9621  3.6401  -1.3378  -0.789
H  3.9462  -2.8062  -0.6752  0.474
H  2.4079  2.2136  2.8468  0.183
S  -1.3848  -2.4259  -1.9694  0.217
C  -1.4670  1.8709  -3.4977  -0.913
H  0.1930  -3.9650  -3.1219  0.352
H  2.6074  -2.8622  -1.7011  0.279
O  -0.0309  1.2505  1.3007  0.038
H  -2.9549  3.4416  -1.7414  0.318
C  0.5809  3.8468  1.4121  -0.867
H  -0.8552  0.9994  -3.7310  0.269
H  0.3141  -3.9950  -1.3882  0.247
O  -3.2661  1.4394  1.2920  -0.689
H  4.0848  0.5161  1.4388  0.318
Mg  -0.3416  0.0532  -0.0708  1.260
H  4.3666  -1.2002  1.2570  0.413
C  -0.3973  -3.8966  -2.2081  -1.035
H  -2.6115  -4.2815  -0.9045  0.444
C  1.5616  1.9307  3.4728  -0.748
O  -3.5634  -0.6555  1.2938  -0.628
H  2.3862  -2.7706  0.0916  0.213
H  -2.4125  1.4456  -3.1614  0.284
O  -0.3171  -3.1195  2.5935  -0.692
O  -2.2785  0.2067  -0.0809  -0.503
H  -1.9572  4.7226  -1.4660  0.467
C  -2.3793  -3.2478  -0.6483  -0.804
O  1.4862  -0.1588  -0.6221  -0.561
C  2.9393  -2.4000  -0.7714  -0.867
H  -3.2975  -2.7193  -0.3918  0.293
H  1.0084  4.7161  1.9117  0.447
H  1.4786  0.8620  3.6703  0.222
N  -3.0796  0.3002  0.8223  0.875
H  -0.9767  -4.8189  -2.2529  0.418
S  2.9698  -0.5628  -0.6473  0.231
O  0.6154  -1.3871  3.1803  -0.653
S  -0.5372  2.7234  -2.1421  0.388
N  0.0493  -1.9900  2.3431  0.622
H  1.3944  3.5933  0.7325  0.272
H  1.6516  2.5846  4.3402  0.434
O  -0.4638  -1.3761  -1.3653  -0.107
H  -1.6507  2.4811  -4.3821  0.388
H  -1.7923  -3.3206  0.2673  0.155
C  3.6128  -0.4211  1.1437  -0.732
S  0.0105  2.2940  2.3947  0.344
O  -0.1988  -1.3917  1.2947  -0.310

The gap between HOMO and LUMO is 8.13 eV. The energy above the lowest of the compared OMol25 structures with the same formula, charge and spin comes out at 316.2 kJ/mol. For the max |F|, the calculation gives 5.99 eV/Å.


(4)
Here is C8H24MnO8S as an isolated structure at a distorted geometry from the OMol25 dataset. Energies are from ωB97M-V/def2-TZVPD.

Last column: Löwdin spin population.
Positions of all 42 atoms, in Å:
H  1.8257  1.5431  -2.3369  0.000
H  3.0946  2.4649  -1.5122  0.000
H  0.8789  -3.7643  1.9209  0.001
O  1.7034  -0.3817  -0.4710  0.041
O  -0.6282  -0.0041  1.3090  0.043
C  1.1931  -3.0163  1.1930  0.005
H  -0.3209  -3.5390  0.1055  0.001
C  2.2101  0.9233  -0.2600  0.004
H  -2.5070  1.3051  -2.6314  0.000
C  -1.4204  1.3794  -2.6756  0.004
H  2.3961  -0.9221  -0.8580  0.002
H  -2.4140  0.7863  0.6440  0.001
H  3.8636  1.8388  0.8614  0.000
O  -2.2787  -1.4269  -1.0335  0.071
O  -0.5561  -1.8232  -2.3377  0.074
S  -1.9802  -2.1648  -2.2637  0.013
H  -0.2156  -0.0537  2.1744  0.004
Mn  -0.4217  -0.7899  -0.6490  4.627
H  -1.9665  -0.2500  3.5103  0.000
O  -2.6771  -1.6762  -3.4249  0.009
H  -3.4110  0.4798  3.1128  0.000
H  -1.1339  0.5541  -3.3273  0.000
H  1.5868  -2.1639  1.7466  0.000
H  -0.7160  2.0860  -1.0362  0.003
H  1.9706  -3.5046  0.6055  0.000
C  2.6797  1.4684  -1.6637  0.000
H  3.5585  0.9486  -2.0454  0.000
H  -3.0138  -1.0271  2.2602  0.000
H  -0.5558  2.1150  2.6817  0.000
C  -1.8502  0.7253  1.5749  0.004
O  -0.8148  1.2059  -1.4069  0.042
C  3.4599  0.8435  0.6758  0.001
H  -2.1918  2.7770  2.5073  0.000
C  -1.4392  2.1392  2.0437  0.001
H  -1.0409  2.6972  1.1963  0.000
C  -2.6090  -0.0907  2.6443  0.001
H  1.3984  1.5239  0.1507  0.000
H  -1.2195  2.3654  -3.0947  0.001
O  0.1243  -2.7138  0.3113  0.035
O  -2.1331  -3.5952  -2.0226  0.008
H  3.3193  0.4249  1.6724  0.000
H  4.2526  0.3124  0.1487  0.000

Its spin multiplicity is 6. The gap between HOMO and LUMO (spin up / spin down) is 7.00 / 7.56 eV. The energy above the lowest of the compared OMol25 structures with the same formula, charge and spin comes out at 100.5 kJ/mol. For the max |F|, the calculation gives 4.45 eV/Å.


(5)
Here is a 3-piece molecular cluster, C8H24N2O3 overall at a distorted geometry from the OMol25 dataset. Energies are from ωB97M-V/def2-TZVPD.

Last column: Mulliken charge in e.
Positions of all 37 atoms, in Å:
C  0.0420  -0.3036  4.7659  -0.786
H  -1.4558  0.5751  -4.0283  0.343
H  -1.6120  0.0016  2.5802  0.289
C  0.3322  -0.3831  -3.1236  0.355
H  0.6146  0.4067  1.6868  0.231
O  0.0570  0.7093  -0.1065  -0.672
H  0.4111  1.7121  3.9713  0.223
H  0.4981  0.7203  7.0918  0.339
O  0.4324  -0.0822  -5.5279  -0.350
H  -0.0833  -1.0211  7.3823  0.259
H  0.0203  -0.4500  -7.6651  0.277
H  -1.8661  1.2635  3.8549  0.449
H  -1.0896  0.2906  7.8038  0.222
N  0.9966  0.0699  2.5590  -0.711
H  -0.4752  -1.5671  -6.4560  0.329
H  1.8597  0.8511  -2.7570  0.232
H  0.2607  1.0524  -0.9766  0.360
C  -1.2201  -0.1264  -3.2280  -1.283
H  -1.5867  0.3767  -2.3333  0.388
H  0.7625  1.4911  -3.5419  0.248
C  -0.3208  0.0010  7.0874  -0.720
C  0.8351  -0.9538  -4.4590  -1.120
H  0.6675  -1.1101  -2.3839  0.365
C  0.3331  -0.8832  -6.7151  -0.813
H  -1.9050  -0.9608  -3.3784  0.374
H  -0.3598  -1.2160  4.3252  0.274
O  -0.8608  0.1030  5.8253  -0.305
H  0.4601  -1.9769  -4.4854  0.454
C  0.1695  0.7009  3.6441  0.807
C  -1.2221  0.9032  3.0527  -1.496
H  1.0802  -0.5338  5.0048  0.368
N  0.8498  0.8547  -2.7625  -0.634
H  -0.5266  -0.0313  -0.2712  0.241
H  1.9018  -1.1719  -4.4063  0.485
H  1.1891  -1.5522  -6.8032  0.324
H  1.8833  0.5412  2.4510  0.305
H  -1.0730  1.6988  2.3228  0.351

The gap between HOMO and LUMO is 9.90 eV. The energy above the lowest of the compared OMol25 structures with the same formula, charge and spin comes out at 141.6 kJ/mol. The SMILES is COC[C@H](C)N.COC[C@H](C)N.O. For the max |F|, the calculation gives 3.42 eV/Å.


(6)
Here is a 3-piece molecular cluster, C8H24N2O3P overall at a distorted geometry from the OMol25 dataset. Energies are from ωB97M-V/def2-TZVPD.

Last column: Mulliken charge in e.
Positions of all 38 atoms, in Å:
C  -2.6545  -2.0891  2.9470  -1.088
C  -3.0713  2.5558  -3.5160  -0.216
H  -2.3237  3.3531  -3.4629  0.232
H  1.0004  -1.9241  -0.0324  0.369
C  -2.5958  1.4234  -4.4023  -0.860
C  2.7570  1.0442  0.1111  -0.823
H  4.7365  0.3916  -0.4108  0.329
H  -0.0077  2.0290  -0.7762  0.168
H  -1.2813  0.4908  0.4248  0.140
O  -3.3176  2.0737  -2.2032  -0.500
H  2.7726  1.2730  -1.0597  0.384
C  2.9787  -1.8690  0.8028  -0.515
H  -2.8066  0.4598  2.8346  0.285
H  -2.4059  1.7776  -5.4194  0.329
H  -2.4326  -3.0173  3.4811  0.337
H  -2.6813  -2.2972  1.8723  0.281
H  -2.4832  1.7062  -1.8646  0.193
H  5.1593  -1.2568  1.1907  0.333
N  1.8830  -1.3338  -0.0986  -0.117
C  1.5084  0.0449  0.4711  -0.176
H  2.2295  -1.2285  -1.0797  0.391
H  -3.3434  0.6242  -4.4399  0.248
C  4.0805  -0.7548  1.2848  -0.425
H  1.2839  -0.0851  1.6123  0.341
N  4.1301  0.5041  0.4479  -0.319
H  -4.0019  2.9808  -3.9038  0.289
H  2.6121  2.1150  0.6185  0.327
H  3.4985  -2.7519  0.1982  0.372
H  -1.6764  0.9808  -4.0055  0.232
H  -3.6561  -1.7498  3.2306  0.345
H  -0.6246  -1.3608  2.9527  0.072
P  -0.1181  0.6210  -0.4149  0.369
C  -1.6208  -1.0267  3.2578  -0.017
H  3.9142  -0.5687  2.4392  0.271
H  2.4800  -2.2974  1.7991  0.262
O  -1.9238  0.1667  2.5504  -0.496
O  -0.4010  -0.2011  -1.7655  -0.656
H  -1.5969  -0.8037  4.3288  0.309

Its charge is +1. The gap between HOMO and LUMO is 8.69 eV. For the max |F|, the calculation gives 5.16 eV/Å.